Density functional theory data (the ωB97M-V functional and the def2-TZVPD basis) for a 2-piece molecular cluster, CH4BrClOP overall in a non-equilibrium geometry.

Total energy ... -94994.248 eV
Orbital gap ... 8.2 eV
HOMO energy ... -15.079 eV
Total charge ... +1
ΔE to the lowest compared entry with this formula, charge and spin ... 308.97 kJ/mol

Each line ends with the Mulliken charge.
Geometry (Å):
C -2.56 0.70 -0.53  -0.374
O 2.85 -1.36 0.68  -0.607
P -1.00 0.64 0.11  0.656
Cl 0.28 -0.79 -0.29  0.046
Br -0.11 2.60 0.40  0.066
H -3.21 -0.22 -0.84  0.264
H 3.40 -2.07 1.12  0.323
H -3.05 1.59 -0.69  0.320
H 3.40 -1.08 0.03  0.305